[1]
Computed, not measured: a structure of composition C6H10O, with wB97M-V/def2-TZVPD.

Summary:
- HOMO energy: -0.283 Eh
- Orbital gap: 8.57 eV
- Lowest unoccupied orbital energy: 0.9 eV
- DFT total energy: -8426.521 eV

Geometry as ORCA input:
```
! RIJCOSX wB97M-V def2-TZVPD def2/J DEFGRID3
* xyz 0 1
O 0.748 -1.504 1.533
C 1.743 -1.107 0.898
C 1.833 0.144 0.225
C 0.706 1.086 0.445
C -0.810 0.722 -0.621
C -1.237 -0.700 -1.014
C -1.932 0.027 0.092
H 2.656 -1.747 0.825
H 2.681 0.440 -0.387
H 0.482 0.282 -0.535
H 0.872 2.119 0.143
H 0.200 0.940 1.400
H -0.994 1.537 -1.321
H -1.712 -0.804 -1.989
H -0.580 -1.520 -0.722
H -2.938 0.412 -0.073
H -1.718 -0.325 1.101
*
```

---

[2]
Computed, not measured: the molecule C6H10O in a non-equilibrium geometry, with wB97M-V/def2-TZVPD.

Summary:
- HOMO energy: -0.346 Eh
- Orbital gap: 10.33 eV
- Lowest unoccupied orbital energy: 0.9 eV
- DFT total energy: -8430.556 eV

Geometry as ORCA input:
```
! RIJCOSX wB97M-V def2-TZVPD def2/J DEFGRID3
* xyz 0 1
O 0.025 0.215 -2.905
C 0.645 -0.102 -1.920
C 1.128 0.860 -0.863
C 0.935 0.312 0.557
C -0.388 -0.388 0.782
C -0.433 -1.504 1.503
C -1.621 0.379 0.394
H 0.926 -1.159 -1.800
H 0.599 1.810 -0.975
H 2.168 1.008 -1.168
H 1.784 -0.312 0.817
H 0.971 1.144 1.261
H -1.404 -1.976 1.650
H 0.472 -1.984 1.844
H -2.286 -0.292 -0.158
H -2.135 0.785 1.257
H -1.385 1.203 -0.275
*
```

---

[3]
Computed, not measured: the molecule C6H10O, with wB97M-V/def2-TZVPD.

Summary:
- HOMO energy (alpha / beta): -0.312 / -0.292 Eh
- Orbital gap (alpha / beta): 7.55 / 6.61 eV
- Lowest unoccupied orbital energy (alpha / beta): -0.9 / -1.3 eV
- DFT total energy: -8427.277 eV

Geometry as ORCA input:
```
! RIJCOSX wB97M-V def2-TZVPD def2/J DEFGRID3
* xyz 0 1
C -1.003 -0.456 0.212
C -2.081 -0.205 1.145
C 1.308 -0.726 0.647
C 0.182 0.396 0.301
C 0.405 0.938 -1.144
C 1.231 0.485 -2.078
O 0.199 1.346 1.194
H -1.039 -1.259 -0.517
H -0.170 1.845 -1.295
H -1.642 -0.186 2.157
H -2.939 -0.868 1.078
H -2.356 0.859 1.037
H 1.134 -1.087 1.659
H 2.226 -0.144 0.625
H 1.359 -1.555 -0.055
H 1.832 -0.407 -1.957
H 1.353 1.025 -3.009
*
```

---

[4]
Computed, not measured: a structure of composition C6H10O in a non-equilibrium geometry, with wB97M-V/def2-TZVPD.

Summary:
- HOMO energy: -0.315 Eh
- Orbital gap: 9.21 eV
- Lowest unoccupied orbital energy: 0.6 eV
- DFT total energy: -8429.142 eV

Geometry as ORCA input:
```
! RIJCOSX wB97M-V def2-TZVPD def2/J DEFGRID3
* xyz 0 1
C 0.701 -0.522 1.615
C -0.320 -0.442 0.511
O -1.472 -1.072 1.049
C 0.122 -1.083 -0.795
C -0.239 -0.341 -1.845
C -0.701 0.938 -1.336
C -0.623 0.967 0.004
H 0.315 0.005 2.488
H 1.634 -0.056 1.325
H 0.909 -1.556 1.895
H -2.153 -1.004 0.368
H 1.683 1.328 -0.283
H 0.481 -2.095 -0.843
H -0.123 -0.599 -2.889
H -0.978 1.763 -1.968
H -0.923 1.773 0.669
H 1.807 2.056 0.039
*
```

---

[5]
Computed, not measured: a cluster of 2 separate species, C6H10O in total in a non-equilibrium geometry, with wB97M-V/def2-TZVPD.

Summary:
- Expectation value of S²: 0.789
- HOMO energy (alpha / beta): -0.498 / -0.498 Eh
- Orbital gap (alpha / beta): 8.03 / 5.27 eV
- Lowest unoccupied orbital energy (alpha / beta): -5.5 / -8.3 eV
- DFT total energy: -8419.795 eV

Geometry as ORCA input:
```
! RIJCOSX wB97M-V def2-TZVPD def2/J DEFGRID3
* xyz 1 2
C 0.851 3.016 0.000
C 1.434 3.417 1.139
C 0.069 0.692 0.333
C -0.227 2.016 -0.001
C -1.425 -1.147 1.091
C -0.902 -0.338 0.101
H 1.221 3.401 -0.947
H 2.132 4.232 1.214
H 1.044 2.832 1.970
H 1.097 0.465 0.590
H -1.232 2.310 -0.279
H -1.310 -0.847 2.126
H -1.848 -2.119 0.866
H -1.630 -0.326 -0.713
H 0.539 -6.171 -1.821
H -0.041 -5.270 -2.928
O 0.225 -6.164 -2.742
*
```

---

[6]
Computed, not measured: the molecule C6H10O2 in a non-equilibrium geometry, with wB97M-V/def2-TZVPD.

Summary:
- HOMO energy: -0.358 Eh
- Orbital gap: 10.46 eV
- Lowest unoccupied orbital energy: 0.7 eV
- DFT total energy: -10478.591 eV

Geometry as ORCA input:
```
! RIJCOSX wB97M-V def2-TZVPD def2/J DEFGRID3
* xyz 0 1
C 0.034 -1.132 0.242
C -0.697 -0.056 1.064
C 0.164 2.037 -0.151
C -0.303 -1.362 -1.221
C -0.998 1.114 0.104
C 1.504 -0.791 0.445
O -2.113 1.329 -0.296
O 2.348 -0.864 -0.408
H -0.106 -2.075 0.787
H 1.789 -0.591 1.498
H -0.190 0.329 1.948
H -1.664 -0.458 1.368
H -0.145 2.851 -0.802
H 0.990 1.489 -0.601
H 0.516 2.453 0.791
H -0.122 -0.473 -1.820
H 0.338 -2.143 -1.623
H -1.344 -1.659 -1.327
*
```

---

[7]
Computed, not measured: a cluster of 3 separate species, C6H10O2 in total in a non-equilibrium geometry, with wB97M-V/def2-TZVPD.

Summary:
- HOMO energy: -0.359 Eh
- Orbital gap: 10.33 eV
- Lowest unoccupied orbital energy: 0.6 eV
- DFT total energy: -10477.744 eV

Geometry as ORCA input:
```
! RIJCOSX wB97M-V def2-TZVPD def2/J DEFGRID3
* xyz 0 1
C 0.347 -1.307 -0.020
C -0.996 -1.268 -0.272
C -1.830 -0.341 0.462
C -1.203 0.502 1.337
C 0.121 0.365 1.789
C 0.933 -0.519 1.161
H 0.928 -1.953 -0.620
H -1.488 -1.971 -0.931
H -2.908 -0.208 0.276
H -1.731 1.440 1.745
H 0.553 1.004 2.546
H 1.921 -0.775 1.492
H 0.635 -1.121 -2.226
H 0.048 0.153 -2.229
O 0.445 -0.425 -3.000
H 1.960 1.768 -0.915
H 0.989 2.246 0.173
O 1.277 2.408 -0.766
*
```

---

[8]
Computed, not measured: the molecule C6H10O2 in a non-equilibrium geometry, with wB97M-V/def2-TZVPD.

Summary:
- HOMO energy: -0.332 Eh
- Orbital gap: 10.07 eV
- Lowest unoccupied orbital energy: 1.0 eV
- DFT total energy: -10475.451 eV

Geometry as ORCA input:
```
! RIJCOSX wB97M-V def2-TZVPD def2/J DEFGRID3
* xyz 0 1
C 1.052 -0.915 0.823
C 1.530 -0.637 -0.581
C -0.658 -0.166 -1.043
C -1.453 1.096 -1.150
C -0.753 0.828 0.091
C 0.336 0.002 1.847
H 0.416 -1.840 0.802
H 1.975 -1.141 1.402
H 2.072 0.281 -0.702
H 2.161 -1.555 -0.853
H -1.411 -1.050 -0.982
H -1.240 1.830 -1.884
H -2.534 0.922 -1.204
H 0.179 1.281 -0.019
H 0.210 -0.500 2.808
H 0.869 0.854 2.241
O 0.576 -0.421 -1.589
O -0.954 0.380 1.398
*
```

---

[9]
Computed, not measured: a cluster of 2 separate species, C6H10O2 in total in a non-equilibrium geometry, with wB97M-V/def2-TZVPD.

Summary:
- HOMO energy: -0.273 Eh
- Orbital gap: 8.39 eV
- Lowest unoccupied orbital energy: 1.0 eV
- DFT total energy: -10474.443 eV

Geometry as ORCA input:
```
! RIJCOSX wB97M-V def2-TZVPD def2/J DEFGRID3
* xyz 0 1
C 0.576 -0.397 0.876
C -0.887 -0.439 -0.932
C 0.354 -1.003 2.209
C -1.608 0.881 -1.040
C 1.348 -0.066 -1.033
C 1.385 1.156 -0.400
O 1.435 -1.023 0.009
O 0.817 0.936 0.817
H 1.783 -0.357 -1.973
H 1.453 2.170 -0.743
H -1.414 -1.163 -0.316
H -0.748 -0.927 -1.897
H 1.312 -1.217 2.697
H -0.214 -0.315 2.833
H -0.194 -1.939 2.106
H -2.612 0.766 -1.465
H -1.068 1.582 -1.685
H -1.718 1.356 -0.063
*
```

---

[10]
Computed, not measured: the molecule C6H10O2, with wB97M-V/def2-TZVPD.

Summary:
- HOMO energy (alpha / beta): -0.283 / -0.283 Eh
- Orbital gap (alpha / beta): 8.36 / 8.36 eV
- Lowest unoccupied orbital energy (alpha / beta): 0.7 / 0.7 eV
- DFT total energy: -10475.681 eV

Geometry as ORCA input:
```
! RIJCOSX wB97M-V def2-TZVPD def2/J DEFGRID3
* xyz 0 1
C -1.878 1.210 -0.029
C 1.471 0.326 -1.486
C -0.519 -0.953 0.397
C -0.649 0.359 0.019
C 0.810 -1.180 0.869
C 0.682 0.784 -0.283
O -1.444 -1.949 0.170
O 1.313 -0.730 2.077
H -1.359 -2.627 0.850
H 0.856 0.091 2.309
H 1.310 -2.124 0.642
H 0.967 1.795 0.034
H -2.212 1.373 -1.059
H -1.668 2.199 0.392
H -2.703 0.759 0.525
H 2.544 0.286 -1.283
H 1.332 1.036 -2.313
H 1.147 -0.656 -1.831
*
```

---

[11]
Computed, not measured: the molecule C6H10O2S in a non-equilibrium geometry, with wB97M-V/def2-TZVPD.

Summary:
- HOMO energy: -0.321 Eh
- Orbital gap: 9.43 eV
- Lowest unoccupied orbital energy: 0.7 eV
- DFT total energy: -21308.643 eV

Geometry as ORCA input:
```
! RIJCOSX wB97M-V def2-TZVPD def2/J DEFGRID3
* xyz 0 1
C 0.385 1.094 -0.194
C 1.307 0.934 1.206
C 1.153 2.196 0.368
C -1.512 -0.397 0.192
C 1.720 -1.777 0.128
C -1.121 0.908 -0.452
O 1.217 0.448 -1.218
O 3.541 -0.081 -0.543
S 2.189 -0.068 -0.065
H 2.030 2.464 -0.259
H 0.726 2.951 1.032
H -1.304 -0.525 1.275
H -1.164 -1.158 -0.386
H -2.668 -0.605 0.159
H 0.734 -1.824 0.349
H 2.006 -2.289 -0.753
H 2.367 -2.182 0.865
H -1.573 1.829 -0.084
H -1.134 0.871 -1.498
*
```

---

[12]
Computed, not measured: the molecule C6H10O2S2 in a non-equilibrium geometry, with wB97M-V/def2-TZVPD.

Summary:
- HOMO energy (alpha / beta): -0.272 / -0.272 Eh
- Orbital gap (alpha / beta): 7.06 / 7.06 eV
- Lowest unoccupied orbital energy (alpha / beta): -0.3 / -0.3 eV
- DFT total energy: -32144.686 eV

Geometry as ORCA input:
```
! RIJCOSX wB97M-V def2-TZVPD def2/J DEFGRID3
* xyz 0 1
C -1.672 -0.361 -1.267
C 1.341 0.030 -1.307
C 2.004 0.846 -0.169
C 0.713 -1.335 -0.772
C -0.193 0.264 1.286
C -1.268 0.805 2.161
O -2.767 -0.831 -1.470
O -1.324 -2.103 0.707
S 0.718 1.716 0.790
S -0.685 -0.925 0.167
H -1.185 0.603 -1.525
H 0.479 0.540 -1.712
H 1.937 -0.251 -2.179
H 2.491 0.076 0.492
H 2.619 1.754 -0.471
H 0.239 -1.900 -1.683
H 1.322 -2.003 -0.114
H -1.476 1.896 1.932
H -1.099 0.767 3.232
H -2.194 0.413 1.900
*
```

---

[13]
Computed, not measured: the molecule C6H10O2S2 in a non-equilibrium geometry, with wB97M-V/def2-TZVPD.

Summary:
- HOMO energy: -0.329 Eh
- Orbital gap: 8.89 eV
- Lowest unoccupied orbital energy: 0.0 eV
- DFT total energy: -32145.973 eV

Geometry as ORCA input:
```
! RIJCOSX wB97M-V def2-TZVPD def2/J DEFGRID3
* xyz 0 1
C 0.122 -0.322 -0.694
C 0.283 0.214 0.749
C -1.247 0.014 -1.187
C -1.113 0.560 1.128
C 1.248 0.210 -1.532
C 0.976 -0.682 1.665
O -0.769 2.658 -0.435
O -1.681 -2.131 0.352
S -1.737 1.564 -0.271
S -2.328 -0.939 -0.001
H 0.098 -1.398 -0.830
H 0.779 1.159 0.645
H -1.246 -0.011 -2.238
H -1.356 0.664 2.230
H 2.238 -0.097 -1.091
H 1.121 1.372 -1.683
H 1.145 -0.045 -2.579
H 2.058 -0.647 1.475
H 0.601 -1.704 1.596
H 0.807 -0.437 2.701
*
```